41
Properties=species:S:1:pos:R:3:forces:R:3 method="wB97M-V/def2-TZVPD" smiles=Cc1ccc(C)c(Cn2c([C@@H](C)O)nc3ccccc32)c1 lumo_ev=0.704 total_energy_ha=-882.69629 de_lowest_kcal_mol=3.3
C -4.840673 0.073193 -1.214948 -0.03 -0.04 0.03
C -3.642845 -0.233242 -0.368883 0.01 0.02 0.03
C -3.746115 -0.278411 1.015742 0.03 0.01 -0.11
C -2.644574 -0.580397 1.790822 0.03 0.00 -0.03
C -1.402778 -0.841460 1.222974 -0.04 -0.02 -0.05
C -0.238615 -1.168258 2.107580 0.03 0.09 0.02
C -1.287900 -0.781744 -0.166749 -0.10 -0.08 0.02
C 0.027366 -1.037181 -0.863413 -0.24 -0.21 -0.18
N 1.079614 -0.165480 -0.402079 0.30 0.02 0.05
C 2.350279 -0.500872 -0.028525 0.08 0.19 0.19
C 2.946816 -1.872173 -0.099922 -0.01 -0.32 -0.39
C 3.406361 -2.147331 -1.542449 -0.08 -0.05 0.40
O 4.014293 -1.975115 0.804799 0.19 -0.04 0.05
N 3.064831 0.519923 0.357396 0.40 -0.50 0.10
C 2.245209 1.612938 0.247772 -0.68 -0.06 -0.24
C 2.491299 2.951636 0.527647 -0.04 -0.09 -0.03
C 1.465483 3.846566 0.311860 0.08 0.16 0.05
C 0.223122 3.431662 -0.171325 -0.10 0.04 -0.04
C -0.041737 2.107022 -0.454941 -0.20 -0.04 -0.08
C 0.982762 1.198945 -0.236784 0.46 0.55 0.21
C -2.405147 -0.486154 -0.938362 0.03 -0.07 0.10
H -4.554170 0.256437 -2.247526 -0.04 0.03 -0.08
H -5.537344 -0.764921 -1.195416 -0.09 -0.01 -0.06
H -5.363772 0.948714 -0.834524 -0.07 0.06 -0.04
H -4.697417 -0.078228 1.487017 -0.11 0.03 0.06
H -2.746142 -0.616418 2.865946 0.01 -0.02 0.12
H 0.446221 -0.322942 2.174084 0.11 0.02 0.04
H 0.320559 -2.022539 1.730047 0.11 -0.08 0.02
H -0.582378 -1.399723 3.112798 0.02 -0.05 0.05
H -0.105048 -0.898391 -1.944231 0.00 -0.11 0.14
H 0.343054 -2.071144 -0.693015 0.03 0.12 -0.06
H 2.219947 -2.638983 0.199875 0.03 0.17 -0.06
H 3.892276 -3.118295 -1.585180 0.01 -0.09 -0.02
H 2.559914 -2.138543 -2.224479 -0.10 0.00 -0.15
H 4.118342 -1.384419 -1.848861 0.04 0.08 -0.03
H 4.425294 -1.099809 0.855456 -0.06 0.07 0.06
H 3.453907 3.265203 0.898442 0.12 0.04 0.04
H 1.621491 4.895079 0.518763 0.02 0.08 0.02
H -0.551505 4.167762 -0.327762 -0.07 0.05 -0.01
H -1.006322 1.796885 -0.824459 -0.08 0.02 -0.02
H -2.303968 -0.449811 -2.015207 0.02 0.03 -0.12

56
Properties=species:S:1:pos:R:3:forces:R:3 method="wB97M-V/def2-TZVPD" total_charge=+1 lumo_ev=-4.114 total_energy_ha=-2145.02932 de_lowest_kcal_mol=23.1
Al -0.066853 0.166674 0.081820 0.50 -0.38 0.35
C -3.702619 -1.347025 1.786407 0.02 0.02 0.06
C -2.656132 -0.720475 0.935120 0.90 -0.58 0.88
N -1.399519 -0.763820 1.244648 -0.77 0.85 -0.80
N -0.960674 -1.277094 2.395284 -0.14 -1.45 0.69
C 0.022168 -0.570690 2.901336 -0.21 0.93 -0.06
N 0.674815 -1.029876 3.974645 -0.03 -0.25 0.24
S 0.440035 0.994180 2.272663 0.11 0.04 -0.04
C -2.929549 0.200350 -0.158814 -0.49 0.56 -0.64
C -4.197754 0.425834 -0.690365 0.40 -0.20 0.22
C -4.408692 1.515244 -1.517512 0.34 0.26 -0.09
C -3.349040 2.377415 -1.772586 -0.17 -0.29 0.16
C -2.102426 2.052872 -1.267540 -0.07 0.36 -0.29
N -1.877608 0.973988 -0.522372 0.28 -0.32 0.07
H -3.394772 -1.262353 2.829610 -0.04 0.01 -0.05
H -4.673263 -0.879684 1.653743 -0.04 -0.01 -0.01
H -3.786160 -2.413722 1.572213 -0.02 -0.04 -0.06
H 0.313894 -1.850767 4.437108 0.03 0.02 -0.03
H 1.251947 -0.400220 4.507000 -0.01 -0.03 -0.09
H -5.004870 -0.246438 -0.453741 -0.09 -0.05 0.12
H -5.386812 1.709456 -1.932993 -0.04 -0.02 -0.01
H -3.472069 3.271787 -2.360647 0.00 0.07 -0.04
H -1.257385 2.694047 -1.461194 0.01 -0.01 -0.07
C 1.553192 -3.175684 -2.581930 -0.16 0.13 0.13
C 1.021392 -1.850644 -2.040243 0.19 0.10 -0.52
N 0.527701 -1.860281 -0.641062 -0.28 0.29 0.08
C -0.428911 -2.968409 -0.466617 -0.45 -0.07 0.22
C -1.643847 -2.810465 -1.375666 0.27 -0.07 0.06
C 1.654909 -1.994545 0.305776 0.35 -0.02 0.40
C 2.572463 -0.747780 0.271297 -0.04 0.10 -0.16
N 1.782224 0.326848 -0.290721 -0.11 0.25 0.12
C 2.313968 1.323519 -1.036178 -0.04 0.20 -0.25
C 1.418981 1.864941 -1.971195 0.37 -0.07 0.20
F 0.230476 1.152808 -2.025152 0.01 0.54 -0.50
C 1.688158 2.960868 -2.755698 -0.03 -0.12 0.04
F 0.753083 3.432044 -3.593047 0.03 -0.05 0.07
C 2.935425 3.555765 -2.672223 -0.01 -0.13 0.07
C 3.878497 2.992553 -1.821897 -0.22 -0.05 -0.13
F 5.092783 3.540556 -1.770239 -0.06 -0.12 0.11
C 3.596914 1.892554 -1.020039 -0.07 -0.04 -0.03
F 4.548192 1.383705 -0.215845 -0.17 0.16 -0.04
H 2.100138 -2.972017 -3.497751 0.04 0.02 -0.10
H 2.241738 -3.659022 -1.895034 0.10 -0.08 0.05
H 0.756256 -3.872566 -2.825756 -0.04 -0.12 0.01
H 1.815137 -1.108901 -2.106353 -0.18 0.03 0.02
H 0.197701 -1.509912 -2.671104 0.11 0.06 -0.02
H 0.063426 -3.923977 -0.659091 0.05 0.00 0.06
H -0.750846 -2.972562 0.575358 0.15 -0.05 -0.03
H -1.444511 -3.167752 -2.381310 -0.02 0.00 -0.14
H -2.487293 -3.374831 -0.985166 -0.05 -0.04 0.03
H -1.926373 -1.760807 -1.440708 -0.11 0.01 -0.09
H 1.224501 -2.097840 1.304119 -0.01 -0.15 -0.08
H 2.236233 -2.896505 0.105986 -0.07 -0.04 0.02
H 2.917794 -0.519682 1.286407 0.00 -0.11 -0.07
H 3.458120 -0.924049 -0.342569 -0.04 -0.07 -0.02
H 3.174007 4.428661 -3.258459 0.04 0.03 -0.05

24
Properties=species:S:1:pos:R:3:forces:R:3 method="wB97M-V/def2-TZVPD" lumo_ev=-1.219 total_energy_ha=-1404.19071 de_lowest_kcal_mol=78.1
C 0.985750 -1.138417 1.419111 -0.18 -1.83 -0.32
C 0.773161 -0.954867 0.107893 -1.92 -0.12 -1.69
C 1.380862 2.138672 0.648782 0.86 -1.17 0.63
C -0.257678 2.562263 -2.207862 3.96 -1.26 0.32
C -1.386683 -3.789732 1.328757 1.84 -1.27 -0.49
C -0.113812 2.133421 0.365141 0.39 -0.49 -1.83
C -0.301754 1.558211 -1.032295 -1.69 -2.15 -0.03
N 0.274879 -2.200658 1.890799 -1.45 -0.44 -0.23
N -0.524608 -2.710973 0.985685 2.57 1.82 0.27
O 1.826088 2.934003 1.423803 0.52 0.72 0.51
O 2.112141 1.195341 0.034535 -1.79 1.39 0.88
O 0.241604 -0.921208 -2.100272 -1.24 0.40 0.46
S -0.307448 -2.080452 -0.697613 0.77 1.49 0.90
S 1.005834 0.210197 -1.159403 2.25 -0.74 -2.37
H 1.814605 -0.783465 1.958105 0.41 0.81 0.95
H 0.624592 3.251206 -1.941940 -1.74 -0.35 -0.66
H -0.008753 2.132507 -3.207220 0.13 -0.27 0.92
H -1.191280 2.967759 -2.403669 -1.69 1.41 0.38
H -1.533494 -3.767541 2.372403 -0.52 -0.01 1.16
H -2.265567 -3.659354 0.754619 -1.02 -0.36 -0.39
H -0.810055 -4.719458 1.082405 -0.95 0.46 0.07
H -0.754094 1.642846 1.069575 0.19 -0.63 0.67
H -0.389826 3.147476 0.396739 -0.46 1.40 -0.08
H -1.194465 0.852224 -1.088077 0.77 1.18 -0.05

14
Properties=species:S:1:pos:R:3:forces:R:3 method="wB97M-V/def2-TZVPD" lumo_ev=0.948 total_energy_ha=-266.62268 de_lowest_kcal_mol=62.3
H -0.264338 1.591492 -1.170909 0.23 -0.41 0.72
N -1.209640 1.243457 -1.029144 -0.48 -1.40 -0.71
C -1.445395 0.034370 -0.655563 -3.04 1.49 -1.47
C -0.763793 -1.075128 -0.005182 3.58 3.23 1.43
C 0.394400 0.136496 0.641720 -0.10 -4.54 0.35
C 1.663275 0.064215 -0.136950 0.93 0.20 -0.18
N 0.300385 0.711608 1.736956 0.24 1.21 0.23
H -0.569975 0.694978 2.252883 -0.23 -0.48 -0.18
H -2.509012 -0.203283 -0.715956 -0.44 0.38 -0.12
H -1.348826 -1.500168 0.806897 -0.01 -0.02 -0.18
H -0.280582 -1.808488 -0.650272 0.03 0.13 0.17
H 1.619219 0.648539 -1.051053 -0.11 0.09 -0.22
H 2.539101 0.424688 0.421086 -0.46 0.05 0.07
H 1.875181 -0.962776 -0.444513 -0.14 0.07 0.08

49
Properties=species:S:1:pos:R:3:forces:R:3 method="wB97M-V/def2-TZVPD" total_charge=+1 lumo_ev=-3.875 total_energy_ha=-6276.10800 de_lowest_kcal_mol=0.0
Pt -0.035109 0.336672 0.394956 -0.05 0.11 -0.12
O -4.348330 -2.349811 -3.413598 -0.01 -0.01 -0.02
C -3.471951 -1.751865 -2.605728 0.04 0.03 0.08
C -3.523433 -1.824479 -1.210404 0.03 0.00 -0.07
C -2.553924 -1.171369 -0.490775 0.07 -0.18 0.04
N -1.561923 -0.448009 -1.043197 0.06 -0.04 0.21
C -1.544156 -0.379838 -2.375234 -0.01 0.21 -0.07
Br -0.230459 0.712614 -3.166640 -0.01 -0.05 0.00
C -2.453687 -1.009514 -3.196472 -0.02 -0.01 0.01
H -5.017144 -2.836611 -2.916319 0.01 0.00 0.00
H -4.287881 -2.391094 -0.696016 -0.01 0.00 -0.02
H -2.535069 -1.258954 0.590643 0.00 0.07 -0.07
H -2.390635 -0.919498 -4.270312 -0.02 -0.01 0.00
N -1.567001 1.462263 1.179332 -0.10 0.00 0.00
C -1.331897 2.730987 1.866562 0.08 0.01 -0.03
C -2.340349 3.680058 1.772046 0.05 0.02 -0.05
C -2.176538 4.930305 2.335861 0.02 0.01 0.01
C -0.981056 5.219287 2.978101 -0.02 0.01 -0.01
C 0.006120 4.257505 3.077805 0.01 0.00 -0.03
C -0.146267 2.967101 2.551855 -0.07 -0.04 0.03
C 0.919383 1.948391 2.767656 -0.01 0.08 -0.08
C 1.692042 2.095640 3.926187 0.00 0.01 0.03
C 2.784025 1.293283 4.191674 -0.01 -0.04 -0.05
C 3.127688 0.313137 3.276361 -0.04 0.05 0.01
C 2.337049 0.119063 2.154735 -0.02 -0.07 0.05
C 1.203712 0.894059 1.878783 0.00 -0.06 -0.05
H -2.115861 1.694482 0.353336 -0.08 -0.07 0.05
H -2.171476 0.873521 1.752874 0.13 0.00 0.08
H -3.254110 3.438696 1.239311 0.00 0.00 0.00
H -2.958904 5.672113 2.257058 0.00 0.00 0.00
H -0.812479 6.202061 3.397160 0.00 0.00 0.00
H 0.937698 4.520752 3.557197 0.01 -0.01 0.01
H 1.414244 2.846046 4.653480 0.01 0.02 -0.01
H 3.352173 1.431812 5.101443 0.01 0.00 -0.01
H 3.990668 -0.319542 3.439333 -0.01 0.00 0.01
H 2.625145 -0.687083 1.497840 -0.06 -0.06 -0.07
Se 1.292296 -2.545385 -0.650150 -0.01 0.09 0.01
N 1.390653 -0.751011 -0.552316 0.03 -0.04 0.09
C 2.470979 -0.349055 -1.198607 -0.04 -0.10 0.09
C 2.914520 0.998064 -1.328682 0.08 0.09 -0.06
C 4.048084 1.224406 -2.035731 -0.11 0.04 0.07
C 4.798927 0.160591 -2.643675 0.02 -0.12 -0.02
C 4.415886 -1.131193 -2.533134 0.09 0.07 -0.04
C 3.228062 -1.429298 -1.792625 -0.02 0.00 0.01
N 2.761784 -2.647073 -1.608601 -0.01 0.00 -0.04
H 2.349349 1.791190 -0.859100 0.00 0.00 0.00
H 4.411519 2.237323 -2.148376 -0.01 0.00 0.01
H 5.694274 0.413160 -3.195174 0.00 -0.01 0.00
H 4.971067 -1.945213 -2.977068 0.00 0.01 0.00

45
Properties=species:S:1:pos:R:3:forces:R:3 method="wB97M-V/def2-TZVPD" lumo_ev=0.245 total_energy_ha=-1431.09476 de_lowest_kcal_mol=345.7
C -1.844795 1.226608 -5.640471 -2.93 -8.70 -1.37
C -0.745192 0.424358 -4.865629 0.32 -1.37 0.70
O -0.787601 -0.401271 -3.935331 -1.08 2.40 -2.52
N 0.489330 0.746208 -5.433014 -0.82 1.28 0.51
H 0.451524 1.288963 -6.273952 0.41 0.30 -0.28
S 1.882990 -0.043163 -5.102205 -0.36 3.07 5.12
O 1.753040 -1.248150 -5.645380 -1.84 -9.77 -3.36
O 3.013392 0.601422 -5.553378 2.90 4.15 -0.84
C 1.927406 -0.179387 -3.317930 0.63 4.95 2.31
C 1.551992 -1.242057 -2.536263 2.81 5.36 0.01
C 1.778717 -1.212484 -1.191364 -3.35 -7.01 -0.36
C 1.932329 -0.117744 -0.598099 -1.29 6.72 6.63
C 1.929278 1.059727 -1.269776 4.50 7.14 0.19
C 2.248090 1.129635 -2.573328 -2.92 -7.33 -1.31
H 2.375255 1.858551 -3.226664 0.95 4.03 -1.94
H 2.324917 2.205743 -0.781494 -1.81 -3.52 -0.56
N 1.641785 0.165893 0.880078 2.48 1.15 -3.56
C 1.537243 -0.791364 1.774810 1.35 -6.62 3.83
O 1.457884 -2.132525 1.676023 -0.12 6.50 -0.82
C 1.632424 -0.221473 3.223578 -2.08 -1.51 -3.56
C 0.356659 0.499645 3.423825 7.64 8.03 3.52
C -0.825659 0.062914 3.043247 -9.38 -5.74 -0.71
C -1.116269 -1.322798 3.953238 -4.04 1.65 -8.23
C -2.670624 -1.268525 3.961034 -0.91 -10.23 -1.05
H -2.977113 -2.378080 4.781715 0.56 3.48 -1.77
C -3.151390 -0.004746 4.339324 -2.30 4.32 -2.77
H -4.373101 0.239827 3.972428 3.66 -0.76 1.74
H -2.862819 0.189284 5.379992 -0.68 0.44 -0.23
C -2.181372 0.952409 3.319333 5.03 -3.21 10.53
H -1.913742 1.819341 3.937014 -0.22 0.21 -0.83
H -2.553766 1.055051 2.486034 -4.28 1.79 -8.20
H -3.186789 -1.887208 2.984990 1.50 2.50 2.18
H -0.755810 -2.226328 3.502483 0.36 -0.31 -0.17
H -0.951825 -1.258873 4.883902 2.48 0.88 6.96
H -0.999768 -0.327829 2.010917 0.76 0.46 0.47
H 0.652251 1.508713 2.984362 -1.02 -0.28 0.40
H 0.329503 0.694818 4.545329 -0.08 0.22 -1.05
H 1.578248 -0.923279 3.938941 0.24 -3.65 1.81
H 2.542272 0.224707 3.407572 1.70 1.99 0.10
H 2.128887 1.107431 1.159842 -1.62 -2.59 -0.40
H 1.269469 -1.929683 -0.540726 1.09 -0.88 -0.35
H 1.533459 -1.905575 -3.206589 -1.58 -7.12 -3.74
H -1.911987 0.865597 -6.837097 0.52 0.38 3.17
H -2.893305 0.946147 -5.272320 1.67 0.95 -0.22
H -1.615418 2.149552 -5.769000 1.17 6.27 0.00

9
Properties=species:S:1:pos:R:3:forces:R:3 method="wB97M-V/def2-TZVPD" smiles="O=S(Cl)#[PH]CCl" lumo_ev=-0.520 total_energy_ha=-1775.01677 de_lowest_kcal_mol=91.9
O 2.820570 -1.014638 0.780618 0.64 -0.78 0.28
S 1.791842 -0.015187 0.661252 -1.60 -0.44 0.24
Cl 2.058108 0.871699 -1.150639 -0.03 0.50 -0.77
P -0.114250 -1.153525 -0.230735 0.24 1.38 -0.62
C -1.223232 0.378185 -0.380916 -1.73 -1.55 2.10
Cl -1.002175 1.505869 1.031606 -0.12 -0.13 -0.54
H -0.871309 -1.537195 0.867963 0.25 -0.25 0.92
H -2.331052 0.066269 -0.304556 1.80 0.19 -0.18
H -1.128506 0.898526 -1.274591 0.56 1.08 -1.44